No. 1
59
Properties=species:S:1:pos:R:3:forces:R:3 method="wB97M-V/def2-TZVPD" max_force_ha_per_bohr=0.0458 s_squared=0.8023 spin_multiplicity=2 orbital_gap_ev="7.840 / 7.791" e_lumo_ev="-0.1407 / -0.1425" total_energy_ev=-114577.560
Mn 0.106 0.571 -0.025 -2.230 -0.757 -0.073
C 2.823 -1.089 2.151 -0.233 -0.100 -0.346
C 1.846 -0.800 3.279 -0.118 0.352 0.048
S 0.725 0.595 2.902 -0.042 -0.345 -0.099
C -0.789 -0.044 3.694 0.239 0.076 -0.060
C -2.015 0.768 3.315 -0.098 0.069 -0.424
S -2.315 0.956 1.527 0.406 -0.192 0.042
C -3.286 -0.515 1.093 0.099 0.256 0.097
C -2.614 -1.862 1.273 0.207 -0.067 -0.316
S -1.130 -2.030 0.221 0.468 0.168 0.253
C -0.099 -3.091 1.294 -0.379 0.142 -0.252
C 1.336 -3.086 0.793 0.013 0.369 -0.086
S 2.097 -1.450 0.522 0.181 0.174 0.106
H 3.452 -1.936 2.427 0.103 0.073 0.035
H 3.465 -0.228 1.961 0.063 -0.026 0.049
H 2.406 -0.536 4.176 0.002 -0.137 0.049
H 1.234 -1.674 3.494 0.023 -0.005 0.039
H -0.643 0.000 4.774 -0.034 -0.076 0.013
H -0.900 -1.083 3.391 -0.006 0.006 0.038
H -1.912 1.792 3.675 -0.048 -0.022 0.108
H -2.902 0.329 3.774 -0.005 0.060 0.078
H -3.506 -0.344 0.038 -0.067 -0.007 0.022
H -4.214 -0.486 1.666 -0.032 -0.035 -0.033
H -3.313 -2.641 0.965 -0.034 -0.020 0.101
H -2.329 -2.043 2.309 -0.039 -0.019 0.004
H -0.485 -4.110 1.245 0.032 -0.031 0.121
H -0.176 -2.736 2.321 0.037 -0.026 0.009
H 1.377 -3.556 -0.190 0.050 -0.080 0.031
H 1.985 -3.641 1.471 0.014 -0.079 -0.056
O -2.617 -0.140 -3.074 -0.041 0.044 0.087
C -1.718 0.415 -2.467 0.261 0.179 -0.426
O -1.586 0.411 -1.184 0.595 0.185 0.851
C -0.699 1.258 -3.211 0.110 0.028 0.358
C -1.111 1.974 -4.296 -0.063 0.128 -0.282
C -0.243 2.878 -4.925 -0.014 -0.288 0.496
C 1.015 3.096 -4.424 0.173 0.138 -0.115
C 1.460 2.382 -3.317 -0.914 -0.513 0.049
C 0.636 1.373 -2.693 0.144 0.334 -0.242
O 1.042 0.607 -1.755 0.483 0.234 0.369
N 2.732 2.766 -2.776 0.923 0.079 0.006
O 3.316 3.715 -3.291 -0.197 0.033 0.045
O 3.208 2.153 -1.834 -0.245 -0.018 0.160
N -0.704 3.650 -6.060 -0.035 0.172 -0.398
O 0.089 4.401 -6.606 -0.082 -0.075 0.106
O -1.861 3.507 -6.416 0.112 -0.002 0.080
H -2.120 1.851 -4.664 -0.001 -0.049 0.000
H 1.666 3.828 -4.877 -0.036 0.005 0.000
C 2.375 5.521 0.351 0.018 0.070 -0.161
N 1.880 4.208 0.728 0.035 -0.116 0.059
C 2.785 3.321 1.448 -0.188 -0.111 -0.096
C 0.710 3.771 0.280 -0.141 -0.046 -0.030
O 0.249 2.637 0.445 0.356 -0.163 -0.269
H 2.954 5.938 1.173 -0.045 0.017 0.032
H 1.539 6.185 0.139 0.015 -0.018 -0.027
H 3.014 5.459 -0.533 0.014 -0.015 0.034
H 3.386 3.913 2.136 -0.010 -0.003 -0.014
H 3.429 2.786 0.755 0.137 -0.013 -0.135
H 2.195 2.599 2.007 0.023 0.074 0.017
H 0.115 4.537 -0.235 0.042 -0.013 -0.053

***

No. 2
17
Properties=species:S:1:pos:R:3:forces:R:3 method="wB97M-V/def2-TZVPD" max_force_ha_per_bohr=0.0154 orbital_gap_ev=9.763 smiles="O=CCCS.O.O" e_lumo_ev=0.5148 total_energy_ev=-20250.571
O -2.460 0.889 -0.496 -0.082 -0.018 0.022
C -1.264 1.032 -0.546 0.131 0.126 -0.032
C -0.254 -0.083 -0.611 -0.759 0.058 0.223
C 0.412 -0.188 0.751 0.696 -0.358 0.095
S 1.742 -1.447 0.630 -0.130 0.037 0.018
H -0.843 2.055 -0.513 0.060 0.006 -0.028
H 0.471 0.166 -1.382 0.160 -0.081 -0.029
H -0.792 -1.009 -0.825 0.158 0.028 -0.124
H 0.903 0.737 1.034 -0.080 0.269 -0.039
H -0.289 -0.490 1.526 -0.109 -0.005 -0.128
H 2.265 -1.231 1.843 -0.003 -0.035 0.024
H -3.010 -0.715 0.596 0.055 -0.226 -0.108
H -3.184 -2.199 0.261 -0.038 0.005 -0.012
O -2.840 -1.608 0.936 0.006 0.147 0.098
H 3.338 0.630 -1.009 -0.418 0.177 -0.038
H 3.121 2.141 -0.974 -0.055 -0.027 -0.076
O 2.685 1.318 -1.220 0.410 -0.103 0.133

***

No. 3
8
Properties=species:S:1:pos:R:3:forces:R:3 method="wB97M-V/def2-TZVPD" charge=+1 max_force_ha_per_bohr=0.0480 orbital_gap_ev=12.483 e_lumo_ev=-4.7450 total_energy_ev=-6791.180
C -0.775 0.393 0.342 -0.555 -1.519 -1.573
N -1.442 -0.188 1.089 0.218 -0.520 2.402
N -0.153 0.951 -0.619 0.279 1.349 1.559
F 1.413 -1.217 -0.588 -0.795 0.589 -0.201
H -1.428 -0.779 1.973 -0.181 0.890 -1.827
H 2.102 -1.745 -0.315 0.890 -0.727 0.241
H 0.398 1.703 -0.270 0.715 0.999 0.038
H -0.115 0.882 -1.613 -0.572 -1.063 -0.639

***

No. 4
71
Properties=species:S:1:pos:R:3:forces:R:3 method="wB97M-V/def2-TZVPD" charge=+1 max_force_ha_per_bohr=0.0600 orbital_gap_ev=6.897 e_lumo_ev=-4.4936 total_energy_ev=-68417.621
C 0.839 -1.996 3.313 0.685 0.580 -0.412
C 1.049 -0.528 2.883 0.542 -0.630 0.646
F 0.285 0.348 3.634 -0.017 0.162 -0.150
C 0.829 -0.333 1.404 -0.362 0.371 -0.037
C -0.454 -0.201 0.866 -0.036 0.945 1.372
P -1.967 -0.347 1.924 -1.542 -2.649 -0.369
N -2.671 -1.736 1.608 0.758 0.565 -0.288
C -0.617 0.024 -0.479 -1.161 0.106 -0.167
C -2.011 0.209 -1.016 -0.293 0.754 -0.454
C -2.565 1.648 -0.759 0.357 0.034 -0.287
C -2.149 2.625 -1.860 -0.701 -0.321 0.319
F -2.566 3.892 -1.502 0.141 0.062 0.090
N 0.466 0.103 -1.290 -0.092 -0.397 -0.711
S 0.277 0.435 -3.006 -0.016 0.280 -0.803
C 1.725 -0.062 -0.821 0.820 -0.480 -0.079
C 2.918 0.000 -1.719 0.468 0.816 -0.558
C 3.598 1.411 -1.713 -0.293 0.143 -0.498
C 2.646 2.607 -1.751 0.525 0.517 0.027
O 2.096 2.934 -0.474 -0.252 -0.521 -0.163
C 1.905 -0.284 0.528 0.844 -0.924 0.798
P 3.626 -0.504 1.186 0.606 0.560 0.412
O 4.309 0.779 1.404 0.095 0.379 -0.160
H 1.195 -2.607 2.476 -0.408 -0.230 0.125
H 1.544 -2.190 4.122 -0.444 -0.088 0.262
H -0.193 -2.216 3.587 0.098 -0.139 -0.079
H 2.074 -0.283 3.149 -0.127 0.318 -0.204
H -2.888 0.675 1.612 0.703 0.498 0.399
H -1.662 -0.314 3.292 0.078 0.833 -0.320
H -2.109 -2.240 0.927 -0.315 -0.386 0.132
H -2.690 -0.521 -0.571 0.267 -0.020 0.192
H -2.073 0.059 -2.093 0.130 -0.178 0.138
H -3.654 1.578 -0.722 0.078 0.140 0.066
H -2.206 2.076 0.180 -0.094 -0.167 0.030
H -1.065 2.631 -1.990 -0.089 0.147 -0.182
H -2.683 2.372 -2.781 0.431 -0.021 -0.153
H -0.436 -0.648 -3.392 0.204 -0.010 0.418
H 2.687 -0.230 -2.757 -0.300 -0.065 0.197
H 3.684 -0.720 -1.439 -0.255 -0.121 0.226
H 4.294 1.540 -0.883 -0.238 -0.105 0.123
H 4.191 1.465 -2.632 0.000 -0.089 0.107
H 3.251 3.472 -2.043 -0.075 -0.074 0.006
H 1.871 2.528 -2.522 0.031 -0.145 0.117
H 1.160 2.708 -0.467 0.035 0.217 0.071
H 3.541 -1.211 2.405 -0.289 -0.446 -0.539
H 4.328 -1.374 0.321 -0.503 -0.197 0.112
C -1.820 -0.109 -7.606 -0.178 0.111 0.107
C -0.940 0.909 -8.320 0.157 -0.146 -0.079
C -0.159 1.516 -7.166 -0.069 0.245 0.070
O -0.022 0.482 -6.176 -0.156 -0.119 0.209
C -0.891 -0.611 -6.513 0.199 -0.104 -0.122
H -2.183 -0.906 -8.251 0.030 -0.007 0.008
H -2.684 0.393 -7.164 -0.007 -0.033 -0.008
H -0.260 0.396 -9.004 -0.004 0.036 -0.009
H -1.498 1.650 -8.889 -0.007 0.007 0.035
H -0.702 2.352 -6.714 0.003 0.028 -0.056
H 0.830 1.865 -7.464 0.038 -0.061 0.093
H -0.270 -1.440 -6.868 -0.065 -0.048 0.015
H -1.431 -0.940 -5.621 0.022 0.032 0.029
C -1.189 -0.825 7.741 -0.115 0.023 0.115
C -0.059 -1.806 8.016 0.157 0.046 -0.116
C -0.608 -3.089 7.411 -0.148 -0.160 0.073
O -1.451 -2.702 6.316 0.155 0.247 0.066
C -1.680 -1.290 6.380 0.024 -0.077 -0.161
H -0.876 0.218 7.746 0.000 -0.009 -0.020
H -1.978 -0.948 8.485 -0.004 0.021 -0.022
H 0.843 -1.495 7.481 0.009 -0.006 0.033
H 0.190 -1.907 9.071 -0.018 -0.015 -0.007
H -1.219 -3.638 8.133 0.063 -0.019 0.034
H 0.177 -3.752 7.046 -0.061 -0.027 -0.063
H -1.109 -0.817 5.570 -0.011 0.114 0.050
H -2.740 -1.083 6.222 -0.011 -0.101 -0.043

***

No. 5
97
Properties=species:S:1:pos:R:3:forces:R:3 method="wB97M-V/def2-TZVPD" max_force_ha_per_bohr=0.0426 s_squared=0.9186 spin_multiplicity=2 orbital_gap_ev="6.651 / 6.519" e_lumo_ev="-0.5509 / -0.7160" total_energy_ev=-175694.858
Fe -1.900 0.372 0.355 -0.256 0.665 0.643
C -2.559 -1.644 3.687 0.046 0.026 0.037
C -2.945 -2.169 2.336 0.100 -0.019 0.095
C -3.570 -3.400 2.225 0.019 0.014 -0.005
C -3.948 -3.844 0.961 0.007 0.001 0.005
C -3.745 -3.062 -0.150 0.043 0.100 0.126
C -3.149 -1.791 0.019 0.207 0.269 -0.213
N -2.705 -1.415 1.261 0.038 0.271 -0.900
N -2.890 -0.846 -0.924 -0.353 0.023 0.460
Si -3.701 -0.642 -2.453 -0.029 -0.028 -0.065
C -4.056 -2.254 -3.378 0.017 0.141 0.092
C -5.345 0.229 -2.179 0.139 -0.074 0.042
C -2.632 0.358 -3.650 -0.039 -0.047 0.086
H -2.081 -2.422 4.282 -0.007 -0.006 0.009
H -3.453 -1.319 4.222 -0.007 0.020 -0.004
H -1.893 -0.791 3.609 0.017 -0.019 -0.001
H -3.754 -3.993 3.110 0.004 0.005 0.009
H -4.414 -4.816 0.850 -0.005 -0.008 -0.006
H -4.029 -3.406 -1.126 -0.042 -0.002 -0.117
H -4.836 -2.864 -2.926 -0.047 -0.017 0.028
H -3.159 -2.866 -3.496 0.027 -0.010 0.018
H -4.404 -1.988 -4.379 0.018 0.020 -0.022
H -6.054 -0.444 -1.692 -0.018 -0.016 0.030
H -5.793 0.567 -3.115 0.005 -0.015 -0.053
H -5.221 1.097 -1.529 0.032 0.037 -0.005
H -1.606 0.462 -3.300 0.048 0.017 0.004
H -3.032 1.355 -3.846 -0.009 -0.002 0.045
H -2.584 -0.161 -4.610 -0.026 -0.029 -0.018
F -0.596 4.167 5.112 0.029 -0.034 0.015
C -1.513 3.254 4.721 -0.037 0.059 0.059
F -2.459 3.919 4.058 0.003 -0.016 -0.062
F -2.075 2.780 5.853 -0.032 -0.037 -0.012
C -0.856 2.157 3.931 0.003 -0.092 -0.131
C 0.332 1.657 4.427 0.049 -0.031 -0.079
C 0.984 0.615 3.776 -0.089 0.050 0.010
C 0.442 0.170 2.587 0.118 -0.100 -0.058
N -0.670 0.670 2.064 -0.516 0.626 -0.118
C -1.402 1.588 2.759 0.187 -0.228 -0.016
S -2.951 1.798 2.066 0.125 -0.424 -0.407
H 0.741 2.074 5.339 0.010 -0.002 -0.005
H 1.885 0.169 4.170 0.021 -0.003 0.004
H 0.898 -0.652 2.047 -0.027 0.141 0.094
C -2.443 2.468 -0.826 0.427 -2.101 0.462
C -1.289 3.320 -0.751 0.260 0.422 -0.068
C -0.361 3.348 -1.813 -0.158 0.134 0.143
C 0.795 4.090 -1.734 0.007 0.065 0.128
C 1.071 4.820 -0.573 -0.056 -0.012 -0.035
C 0.138 4.858 0.468 0.092 -0.037 -0.111
C -1.034 4.139 0.369 0.010 -0.214 -0.146
C 2.323 5.501 -0.453 0.029 0.022 0.020
N 3.351 6.010 -0.352 0.087 0.030 0.000
H -2.614 1.961 -1.771 -0.091 0.394 0.008
H -3.322 2.729 -0.263 -0.099 0.156 -0.116
H -0.563 2.770 -2.706 -0.033 0.024 0.004
H 1.500 4.097 -2.555 -0.015 0.021 0.033
H 0.342 5.450 1.350 0.023 0.022 0.009
H -1.749 4.161 1.180 -0.031 0.025 -0.023
C 2.354 -2.533 -2.915 0.018 -0.010 0.002
C 1.074 -3.323 -2.653 -0.028 0.010 -0.003
C 0.912 -3.848 -1.224 -0.045 0.006 0.014
C 0.503 -2.809 -0.186 -0.068 0.010 -0.066
N 1.535 -1.814 0.092 0.136 0.091 0.011
C 1.485 -0.506 -0.241 -0.013 -0.033 -0.202
Se 0.135 0.291 -1.231 -0.278 -0.095 0.169
N 2.590 0.104 0.237 -0.084 -0.113 -0.036
C 2.884 1.532 0.115 -0.077 0.071 0.010
C 4.196 1.807 -0.612 0.027 -0.022 0.017
C 4.288 1.180 -2.000 0.012 0.000 -0.006
C 3.297 1.763 -2.999 0.011 -0.001 -0.023
C 3.354 -0.825 0.929 -0.051 -0.148 0.042
C 4.512 -0.699 1.686 -0.021 0.011 -0.027
C 4.987 -1.844 2.301 0.033 0.001 0.017
C 4.327 -3.070 2.181 0.000 -0.027 0.008
C 3.161 -3.194 1.449 -0.002 0.037 -0.019
C 2.689 -2.048 0.823 0.069 0.070 0.142
H 2.500 -2.386 -3.985 0.002 0.000 -0.012
H 3.229 -3.061 -2.530 0.010 -0.014 0.002
H 2.329 -1.542 -2.463 -0.012 0.028 0.017
H 1.055 -4.184 -3.325 0.003 -0.009 0.012
H 0.204 -2.712 -2.911 -0.003 0.009 0.006
H 1.830 -4.357 -0.914 0.017 0.010 0.017
H 0.124 -4.605 -1.213 -0.001 0.001 0.007
H 0.249 -3.278 0.768 0.013 -0.050 -0.023
H -0.374 -2.254 -0.525 0.010 -0.055 -0.002
H 2.892 1.956 1.123 0.031 0.015 -0.025
H 2.035 1.962 -0.419 0.057 0.030 0.057
H 5.038 1.463 -0.008 0.003 0.004 0.018
H 4.297 2.893 -0.684 -0.019 0.018 -0.003
H 4.148 0.097 -1.921 -0.003 -0.018 -0.015
H 5.307 1.321 -2.369 -0.008 0.019 0.000
H 2.264 1.536 -2.726 0.013 0.027 0.001
H 3.469 1.362 -3.998 -0.012 -0.022 -0.011
H 3.403 2.849 -3.053 0.023 -0.017 -0.007
H 5.016 0.248 1.807 0.008 0.027 -0.015
H 5.889 -1.787 2.895 0.012 0.004 0.010
H 4.732 -3.938 2.682 0.008 -0.019 0.009
H 2.637 -4.137 1.377 -0.014 -0.025 -0.011